Entry 1:
DFT (ωB97M-V with the def2-TZVPD basis set) results for a structure of composition C25H24Br2N2O4Se2Te2Ti.

Atoms and positions in Å:
Te (0.7531, -4.4829, -2.2567)
Te (-0.4972, -2.0808, -2.2910)
Br (4.0757, 1.6863, 1.0580)
Br (-1.1741, 0.7057, 5.9011)
Se (-2.6007, -1.1557, -0.6099)
Se (0.9750, -0.1426, -2.8242)
Ti (-1.2905, 0.3796, -1.8475)
O (0.4571, -0.4122, 0.2133)
O (-1.5303, 3.9488, -1.1801)
O (-1.5534, 1.2941, 0.6823)
O (-0.5868, 2.0123, -1.6639)
N (2.5940, -2.1514, 3.3010)
N (1.7928, -2.8111, 1.3189)
C (-2.8672, 1.7986, 0.8504)
C (0.3041, -0.6112, 3.8737)
C (4.3964, -3.8871, 3.4669)
C (1.6905, -1.9363, 2.3769)
C (3.0158, 4.3331, 0.9022)
C (-2.3487, 0.5606, -3.6371)
C (-0.5742, 3.1920, -1.1520)
C (-3.9509, 0.0401, -5.4880)
C (-0.6802, 0.3164, 4.1086)
C (3.3376, -4.7717, 0.9594)
C (0.9273, 4.9191, -0.1345)
C (0.0635, -0.2206, 1.5112)
C (-1.3353, 0.9691, 3.0750)
C (-4.8074, 0.0453, -3.1658)
C (4.3959, -5.4109, 1.5737)
C (-3.5818, -0.2623, -4.0281)
C (0.7177, 3.5893, -0.4814)
C (4.9170, -4.9746, 2.7993)
C (0.6735, -0.9049, 2.5586)
C (1.6766, 2.6354, -0.1654)
C (-0.9659, 0.7000, 1.7681)
C (2.8045, 3.0138, 0.5389)
C (2.8202, -3.6711, 1.6273)
C (2.0777, 5.2881, 0.5400)
C (3.3251, -3.2248, 2.8687)
H (-5.1007, 1.0926, -3.2754)
H (-5.6525, -0.5724, -3.4738)
H (1.3116, -0.8803, 0.2022)
H (-3.2319, 2.0431, -0.1505)
H (-1.5901, 0.4335, -4.4388)
H (0.7997, -1.1400, 4.6711)
H (-2.8703, 2.7142, 1.4482)
H (-4.7809, -0.5862, -5.8167)
H (5.7504, -5.5075, 3.2361)
H (-3.3626, -1.3410, -3.9427)
H (-4.2559, 1.0854, -5.5827)
H (-3.5202, 1.0441, 1.3039)
H (-4.6382, -0.1609, -2.1086)
H (3.9034, 4.6041, 1.4547)
H (4.8384, -6.2711, 1.0947)
H (1.1413, -2.9910, 0.5598)
H (2.2373, 6.3242, 0.8035)
H (1.5464, 1.6013, -0.4566)
H (4.7908, -3.5522, 4.4148)
H (-2.1154, 1.6801, 3.2923)
H (0.1812, 5.6539, -0.4012)
H (2.9157, -5.0973, 0.0169)
H (-3.1070, -0.1271, -6.1596)
H (-2.6369, 1.6352, -3.6393)

Cartesian forces, eV/Å:
Te -0.02 0.29 0.42
Te 0.25 -2.24 -1.62
Br -0.22 0.14 -0.11
Br -0.03 0.02 -0.01
Se -0.79 -0.44 0.50
Se 0.62 -0.19 -0.29
Ti -0.08 -1.15 -0.28
O 0.00 0.27 0.80
O 0.37 -0.13 0.00
O 0.58 0.16 0.49
O 0.18 1.37 -0.11
N -0.15 0.33 0.04
N -0.21 0.06 -0.07
C -0.40 0.20 0.02
C -0.10 0.01 0.00
C -0.10 0.06 -0.13
C 0.37 -0.20 0.27
C 0.11 -0.09 -0.01
C -0.15 0.23 -0.29
C -0.25 1.44 0.56
C 0.12 -0.11 0.10
C 0.11 -0.07 0.09
C -0.01 -0.02 -0.02
C -0.09 0.00 -0.05
C 0.29 -0.21 -0.17
C 0.00 -0.04 -0.19
C 0.02 -0.13 0.07
C -0.02 -0.04 -0.10
C -0.23 -0.04 0.02
C -0.05 0.04 -0.04
C 0.13 -0.03 0.13
C -0.58 0.43 -0.05
C 0.05 -0.28 -0.02
C -0.08 -0.03 -0.18
C 0.09 0.00 0.11
C 0.41 0.02 0.36
C -0.05 0.01 0.02
C -0.14 -0.42 -0.56
H 0.02 0.07 -0.02
H -0.08 0.01 -0.08
H -0.20 0.26 -0.27
H 0.05 -0.01 0.18
H -0.18 0.20 0.50
H 0.01 0.01 0.09
H 0.08 -0.03 -0.02
H -0.08 -0.03 -0.06
H 0.04 -0.06 -0.01
H 0.06 0.32 0.03
H 0.01 0.02 -0.03
H 0.13 0.06 -0.08
H 0.08 0.06 -0.07
H 0.04 0.04 0.02
H 0.04 -0.10 -0.05
H -0.05 0.13 0.12
H 0.03 0.04 0.03
H -0.11 0.05 -0.03
H 0.02 0.02 0.06
H -0.06 0.03 -0.01
H -0.07 -0.02 0.01
H 0.08 0.00 0.02
H 0.01 -0.02 0.00
H 0.16 -0.25 -0.02

Energy above the lowest of the compared OMol25 structures with the same formula, charge and spin ... 58.9 kcal/mol
E_LUMO (spin up / spin down) ... 1.39 / 1.11 eV
Kohn-Sham gap (spin up / spin down) ... 5.45 / 5.49 eV
<S²> ... 0.7895
Net charge ... -1
Multiplicity ... 2

Results of the Löwdin charge analysis, in e, for atoms 1 through 4:
1 Te -0.05
2 Te 0.18
3 Br 0.73
4 Br 0.72



Entry 2:
DFT (ωB97M-V with the def2-TZVPD basis set) results for a structure of composition C25H24BrGdNO2.

Atoms and positions in Å:
Gd (0.5103, 0.2250, 0.2713)
Br (0.9800, 2.8534, -0.2140)
O (3.0298, -1.6215, 1.0708)
O (2.1075, 0.2895, 1.8507)
N (3.9540, 2.5135, 1.8930)
C (2.9549, 3.1785, 2.5801)
C (6.6447, -0.6634, 2.7605)
C (2.3374, 2.7264, 3.7560)
C (-1.3174, 0.4661, 2.1024)
C (0.0919, -1.8877, -1.5325)
C (1.7055, -0.2579, -1.8326)
C (0.4681, 0.2320, -2.3582)
C (2.7378, 1.5134, 4.4999)
C (6.1084, 1.7077, 2.5589)
C (0.8545, 4.6470, 3.6720)
C (5.3545, -0.9919, 2.3596)
C (-2.3485, 0.5222, 0.0345)
C (2.5417, 4.3966, 1.9845)
C (7.0159, 0.6823, 2.8625)
C (4.4552, 0.0406, 2.0748)
C (1.4735, -1.5728, -1.3319)
C (-2.2200, -0.8338, 0.4135)
C (0.5561, 3.0235, 5.5324)
C (3.1339, -0.4875, 1.6279)
C (1.2700, 3.4649, 4.2836)
C (-1.8072, 1.3377, 1.0700)
C (-0.5111, -0.7883, -2.1900)
C (4.7822, 1.4266, 2.2250)
C (1.4911, 5.1314, 2.5166)
C (-1.5559, -0.8798, 1.6947)
H (7.3094, -1.4968, 2.9861)
H (0.0869, 2.0384, 5.4088)
H (1.2403, 2.9709, 6.3893)
H (-0.2228, 3.7595, 5.7490)
H (0.0250, 5.1942, 4.1283)
H (-1.2755, -1.7909, 2.2213)
H (3.6117, 1.0225, 4.0891)
H (0.2893, 1.2117, -2.7972)
H (2.9678, 1.7726, 5.5424)
H (-0.7697, 0.7836, 2.9871)
H (-2.8050, 0.8859, -0.8822)
H (8.0146, 0.9453, 3.1892)
H (-1.5389, -0.7432, -2.5595)
H (-2.5822, -1.7023, -0.1406)
H (3.0325, 4.7327, 1.0681)
H (-1.7281, 2.4188, 1.0457)
H (2.1810, -2.2121, -0.8110)
H (1.1495, 6.0585, 2.0297)
H (2.6261, 0.3179, -1.7431)
H (-0.3935, -2.8277, -1.2529)
H (4.3464, 3.0909, 1.1600)
H (1.9255, 0.7745, 4.5167)
H (6.3922, 2.7471, 2.6233)
H (4.9946, -2.0101, 2.1985)

Cartesian forces, eV/Å:
Gd -1.09 -0.24 0.28
Br -0.01 0.37 -0.43
O 0.55 2.13 1.37
O 1.24 -0.77 -0.07
N 0.33 0.02 -0.71
C -0.57 0.49 0.14
C -0.13 -0.12 0.15
C -0.22 0.59 -0.39
C -0.69 0.34 -0.29
C 0.82 0.21 -0.30
C -0.03 -0.12 -0.60
C -0.31 -0.73 -0.35
C 0.23 -0.73 0.54
C -0.01 -0.77 0.32
C -0.01 0.25 -0.20
C 0.25 1.12 -0.16
C 0.13 -0.07 0.60
C -0.19 0.11 0.53
C -0.27 -0.17 -0.20
C -0.09 -0.12 0.06
C -0.72 -0.59 -0.29
C 0.44 0.20 0.95
C -0.02 0.05 -0.05
C -2.03 -0.76 -0.81
C -0.03 0.66 -0.42
C -0.03 -0.83 0.50
C 0.64 0.26 -0.52
C 0.63 -1.35 -0.27
C 0.10 -0.28 0.34
C -0.36 0.41 -0.84
H 0.20 0.46 0.05
H 0.10 0.16 0.07
H -0.16 -0.05 -0.10
H 0.02 -0.21 0.14
H 0.22 -0.09 -0.26
H -0.11 0.29 -0.03
H -0.11 0.01 0.16
H 0.14 -0.31 0.18
H -0.03 -0.08 -0.10
H -0.20 -0.06 -0.10
H 0.15 -0.07 0.18
H 0.03 -0.02 -0.08
H 0.39 0.08 0.38
H 0.28 0.36 0.14
H -0.14 -0.15 0.26
H -0.02 -0.23 0.09
H -0.17 0.32 -0.30
H 0.23 -0.55 0.28
H -0.17 -0.23 -0.16
H 0.22 0.47 -0.07
H -0.04 -0.21 0.17
H 0.16 0.09 -0.02
H 0.16 0.10 0.10
H 0.28 0.34 0.13

E_LUMO (spin up / spin down) ... 2.75 / 0.74 eV
Kohn-Sham gap (spin up / spin down) ... 7.11 / 5.09 eV
<S²> ... 16.0396
Net charge ... -1
Multiplicity ... 8

Results of the Löwdin charge analysis, in e, for atoms 1 through 4:
1 Gd 1.29
2 Br 0.14
3 O -0.03
4 O -0.21



Entry 3:
DFT (ωB97M-V with the def2-TZVPD basis set) results for a structure of composition C25H24Cl2N5O5SbV.

Atoms and positions in Å:
Sb (-1.2906, 2.1182, 2.3705)
V (0.0164, 0.6039, -0.2647)
Cl (0.7977, -4.1757, -1.5713)
Cl (-1.2797, -2.7857, -0.0415)
O (-1.4331, 3.5058, -2.7868)
O (1.6554, -0.4462, -0.3027)
O (3.6697, -1.1598, -0.0642)
O (-0.8686, 2.3171, -0.9709)
O (2.8570, 0.1657, 1.4321)
N (0.2592, 0.4600, -2.3455)
N (-0.0224, -0.5513, 2.1126)
N (1.2081, 2.1949, 0.3830)
N (-2.1475, 0.3137, -0.1127)
N (2.7981, -0.4660, 0.3977)
C (0.6024, 2.7075, 1.4621)
C (-3.0643, -0.1662, -0.9673)
C (1.1487, 3.7750, 2.1479)
C (1.1565, -2.6670, 1.5694)
C (-2.6514, -0.8366, -2.2426)
C (-0.1133, 1.5567, -4.4295)
C (-4.8456, 0.7129, 0.3760)
C (-0.7604, -4.3294, -0.7598)
C (0.8834, -0.5403, -2.9837)
C (-0.5657, 0.2450, 3.0553)
C (0.4395, -1.7454, 2.5099)
C (-0.7106, -0.1044, 4.3811)
C (-4.4272, 0.0038, -0.7237)
C (-0.2316, 1.4833, -3.0551)
C (1.0246, -0.5452, -4.3577)
C (-0.2689, -1.3595, 4.7846)
C (2.9275, 2.2334, -1.3761)
C (0.5236, 0.5209, -5.0929)
C (2.9110, 3.8282, 0.5493)
C (-2.5462, 1.0736, 0.9324)
C (-3.8834, 1.2813, 1.2038)
C (-0.9168, 2.5576, -2.2415)
C (2.3234, 2.7471, -0.1049)
C (0.3077, -2.1717, 3.8373)
C (2.3360, 4.3356, 1.6901)
H (0.6326, 0.5437, -6.1693)
H (-5.1378, -0.4141, -1.4234)
H (-3.2804, -1.7065, -2.4298)
H (-1.5078, -4.6293, -1.4828)
H (2.5877, 2.8467, -2.2148)
H (0.6772, -3.1533, 4.1026)
H (2.2299, -2.6102, 1.7659)
H (-1.1583, 0.5843, 5.0858)
H (0.8525, -3.6974, 1.7557)
H (4.0127, 2.3094, -1.3322)
H (-2.7939, -0.1421, -3.0746)
H (-4.1828, 1.8972, 2.0420)
H (-5.8993, 0.8557, 0.5761)
H (-0.6675, -5.0517, 0.0409)
H (0.6528, 4.1862, 3.0174)
H (2.6568, 1.2025, -1.5739)
H (3.8179, 4.2537, 0.1423)
H (0.9810, -2.4324, 0.5274)
H (2.7842, 5.1716, 2.2106)
H (1.2788, -1.3319, -2.3647)
H (-0.3734, -1.6868, 5.8107)
H (-0.5258, 2.4198, -4.9329)
H (-1.6193, -1.1564, -2.2304)
H (1.5308, -1.3717, -4.8360)

Cartesian forces, eV/Å:
Sb -0.11 0.12 -0.04
V 0.16 0.52 0.14
Cl 0.01 -0.05 -0.09
Cl -0.80 -0.21 -0.25
O 0.02 -0.04 0.02
O 0.01 0.04 -0.23
O 0.00 0.07 -0.08
O 0.21 -0.34 0.13
O -0.07 0.03 -0.14
N 0.09 -0.08 -0.13
N -0.01 0.11 -0.12
N -0.23 -0.14 0.08
N 0.16 0.07 0.06
N -0.17 -0.19 0.24
C 0.00 0.19 0.14
C -0.01 -0.03 0.03
C 0.06 0.04 -0.01
C 0.30 0.08 0.03
C -0.05 -0.02 0.01
C -0.04 -0.01 0.03
C 0.01 0.01 0.03
C 0.04 0.10 0.02
C -0.02 0.03 -0.07
C -0.03 -0.02 -0.02
C 0.07 -0.17 0.06
C 0.07 -0.05 0.02
C 0.05 -0.02 0.01
C 0.01 0.01 -0.06
C 0.00 -0.01 0.02
C -0.01 0.00 -0.07
C 0.01 0.01 0.02
C 0.00 0.01 -0.02
C 0.01 -0.04 -0.04
C -0.10 -0.01 -0.06
C -0.06 -0.01 -0.02
C -0.05 0.05 -0.04
C 0.08 -0.02 0.01
C -0.01 0.03 0.00
C -0.03 0.00 0.04
H 0.00 0.00 0.01
H 0.00 0.00 0.00
H 0.00 0.01 0.00
H 0.00 -0.01 -0.02
H -0.02 0.00 0.01
H 0.01 0.01 -0.01
H 0.02 -0.02 0.04
H 0.01 0.00 -0.02
H 0.02 0.01 0.03
H 0.00 0.01 0.00
H 0.01 0.01 0.01
H 0.01 0.01 0.00
H 0.01 0.00 0.00
H 0.01 -0.03 0.02
H -0.02 0.00 0.00
H 0.00 -0.02 -0.02
H 0.00 0.00 0.01
H 0.31 0.02 0.31
H 0.00 0.00 0.00
H 0.02 -0.02 0.00
H 0.01 0.01 0.00
H 0.00 -0.01 -0.01
H 0.07 -0.04 0.00
H 0.00 0.01 0.00

Energy above the lowest of the compared OMol25 structures with the same formula, charge and spin ... 3.3 kcal/mol
E_LUMO (spin up / spin down) ... -3.35 / -3.08 eV
Kohn-Sham gap (spin up / spin down) ... 8.66 / 9.07 eV
<S²> ... 2.0137
Net charge ... +1
Multiplicity ... 3

Results of the Löwdin charge analysis, in e, for atoms 1 through 4:
1 Sb 1.61
2 V 1.00
3 Cl 0.58
4 Cl 0.67



Entry 4:
DFT (ωB97M-V with the def2-TZVPD basis set) results for a structure of composition C25H24Cl3F3N2O9STi.

Atoms and positions in Å:
Ti (-0.3313, 1.1894, 1.5640)
Cl (-2.8578, 1.5221, 5.0399)
Cl (-2.8667, 4.0086, 2.0606)
Cl (-2.3641, 5.4290, 4.5332)
S (1.9250, 0.3917, -1.7177)
F (-0.7756, -6.9529, -3.7120)
F (1.3403, -7.0432, -3.3093)
F (-0.0593, -7.9850, -1.9522)
O (-4.9353, 3.0512, -4.5596)
O (-6.1301, 1.9285, -3.1687)
O (-0.1465, 2.9212, 2.5151)
O (0.2979, 4.1390, 4.3385)
O (1.6532, 1.0035, 1.5245)
O (3.7864, 0.7902, 2.0976)
O (1.8354, -0.3078, -3.0503)
O (-2.2976, 0.8595, 1.5953)
O (-0.6823, 2.0568, -0.1682)
N (-5.0731, 2.4335, -3.5136)
N (-0.3094, 0.2795, 3.5692)
C (-1.6305, 2.8171, -2.1683)
C (0.0463, -5.6165, -1.9323)
C (-2.7076, 2.9071, -3.0022)
C (2.1520, -0.0781, 3.6043)
C (0.3185, -3.2269, -1.8543)
C (3.4549, -0.1769, -0.9663)
C (-0.4105, -5.6116, -0.6227)
C (-0.5034, -4.4173, 0.0713)
C (-3.1563, 0.9235, 0.7062)
C (-0.1416, -3.2044, -0.5253)
C (-0.2263, -1.9680, 0.1830)
C (0.4092, -4.4186, -2.5449)
C (2.5909, 0.6344, 2.3307)
C (-1.7906, 4.3788, 3.3297)
C (2.4986, 2.0637, -2.1082)
C (-3.9335, 2.3342, -2.6216)
C (3.3138, -1.6221, -0.5185)
C (-4.0694, 1.6823, -1.4197)
C (2.6284, 2.9917, -0.9097)
C (-2.9808, 1.5855, -0.5513)
C (-0.3033, -0.8647, 0.7043)
C (-1.7180, 2.1552, -0.9124)
C (0.9354, 0.5053, 4.3173)
C (0.1364, -6.8853, -2.7108)
C (-0.4322, 3.7868, 3.4250)
H (3.0346, -2.2675, -1.3530)
H (2.9258, 3.9860, -1.2505)
H (-0.8584, -4.4084, 1.0932)
H (0.8637, 0.0561, 5.3132)
H (-0.6736, 3.2447, -2.4370)
H (0.6194, -2.2974, -2.3252)
H (4.2601, -1.9762, -0.1069)
H (1.6822, 3.0772, -0.3766)
H (-0.4918, -0.7161, 3.4824)
H (0.7730, -4.4211, -3.5653)
H (3.0073, -0.0904, 4.2794)
H (4.2272, -0.0538, -1.7319)
H (3.3685, 2.6369, -0.1929)
H (-1.1143, 0.6851, 4.0882)
H (-0.6911, -6.5402, -0.1439)
H (1.7420, 2.4224, -2.8099)
H (3.6548, 0.4695, -0.1105)
H (1.9411, -1.1168, 3.3195)
H (2.5480, -1.7087, 0.2560)
H (1.0461, 1.5821, 4.4544)
H (-5.0218, 1.2470, -1.1481)
H (-4.1274, 0.4521, 0.8947)
H (3.4338, 1.9407, -2.6616)
H (-2.6387, 3.4069, -3.9571)

Cartesian forces, eV/Å:
Ti 1.20 -0.54 0.30
Cl 0.03 -0.03 0.02
Cl 0.11 0.12 0.08
Cl 0.06 -0.03 -0.08
S -0.09 0.04 -0.05
F 0.00 0.00 0.00
F -0.01 -0.01 0.00
F 0.00 0.00 -0.02
O 0.04 -0.09 -0.04
O 0.02 -0.09 -0.04
O -0.14 0.44 -0.05
O 0.10 0.16 0.02
O -0.02 0.05 0.20
O 0.04 -0.02 0.00
O 0.04 0.01 0.03
O -1.04 -0.17 -0.27
O -0.49 0.26 -0.58
N -0.04 0.23 0.17
N -0.07 0.02 -0.09
C -0.10 0.14 -0.21
C 0.01 0.01 -0.03
C 0.19 0.01 0.09
C -0.01 -0.02 0.02
C 0.01 0.02 0.03
C -0.01 -0.01 0.05
C -0.01 -0.01 0.01
C 0.01 0.00 0.02
C 0.32 0.03 0.46
C 0.04 0.02 -0.05
C -0.15 -0.03 -0.04
C 0.00 -0.02 0.01
C -0.08 0.10 -0.04
C -0.15 0.04 -0.03
C 0.00 -0.01 -0.07
C -0.13 -0.10 -0.03
C -0.01 -0.02 0.04
C 0.06 -0.03 -0.01
C -0.02 -0.03 0.04
C -0.04 0.06 -0.14
C 0.05 0.02 -0.04
C 0.35 -0.20 0.23
C 0.01 0.02 0.00
C 0.01 0.01 0.02
C -0.08 -0.45 0.08
H 0.01 0.00 0.00
H 0.01 0.01 0.01
H 0.00 0.00 0.00
H -0.01 0.01 0.01
H -0.01 -0.01 -0.01
H -0.02 0.00 -0.01
H 0.01 0.00 0.01
H 0.01 0.00 -0.01
H 0.01 0.00 -0.02
H 0.00 0.00 0.00
H 0.00 -0.01 0.00
H 0.00 -0.02 0.00
H -0.01 0.00 0.00
H -0.05 0.02 0.01
H 0.00 0.00 0.00
H 0.01 0.01 -0.01
H 0.04 -0.01 0.01
H 0.00 -0.01 0.02
H 0.02 0.02 -0.06
H 0.02 0.00 -0.01
H -0.01 0.00 0.00
H -0.05 0.04 0.06
H 0.01 0.03 -0.01
H 0.01 0.00 0.00

E_LUMO (spin up / spin down) ... 3.52 / 3.55 eV
Kohn-Sham gap (spin up / spin down) ... 5.85 / 6.60 eV
<S²> ... 2.0115
Net charge ... -2
Multiplicity ... 3

Results of the Löwdin charge analysis, in e, for atoms 1 through 4:
1 Ti 0.96
2 Cl -0.45
3 Cl 0.69
4 Cl 0.63



no.,maximum force (eV Å⁻¹),molar mass (u)
1,2.78,1037.27
2,2.59,607.63
3,0.86,718.11
4,1.35,739.76